No. 1
{
  "formula": "C56H59BrCsN4OP2S2Sb",
  "method": "ωB97M-V/def2-TZVPD",
  "symbols": ["Cs", "Br", "C", "C", "C", "C", "O", "C", "C", "N", "C", "C", "C", "C", "C", "C", "C", "C", "N", "C", "C", "H", "H", "H", "H", "H", "H", "H", "H", "H", "H", "C", "P", "C", "N", "C", "C", "C", "C", "C", "C", "N", "C", "P", "C", "C", "C", "C", "C", "C", "C", "C", "C", "H", "H", "H", "H", "H", "H", "H", "H", "H", "H", "H", "H", "H", "H", "H", "H", "H", "H", "H", "H", "H", "H", "H", "H", "H", "H", "H", "H", "C", "C", "S", "C", "C", "S", "H", "H", "H", "H", "H", "H", "C", "C", "C", "C", "C", "C", "Sb", "C", "C", "C", "C", "C", "C", "C", "C", "C", "C", "C", "C", "H", "H", "H", "H", "H", "H", "H", "H", "H", "H", "H", "H", "H", "H", "H"],
  "xyz": [[-1.89, 0.38, 0.81], [-4.75, 6.32, -4.25], [-4.06, 4.92, -3.15], [-3.68, 5.22, -1.84], [-3.14, 4.23, -1.07], [-2.94, 2.90, -1.55], [-2.28, 2.07, -0.88], [-3.48, 2.60, -2.85], [-3.57, 1.27, -3.37], [-3.58, 0.22, -2.64], [-3.84, -1.04, -3.10], [-4.25, -1.36, -4.40], [-4.54, -2.65, -4.79], [-4.43, -3.70, -3.90], [-4.07, -3.44, -2.57], [-4.02, -4.47, -1.60], [-3.74, -4.15, -0.30], [-3.51, -2.81, 0.02], [-3.51, -1.83, -0.86], [-3.78, -2.11, -2.15], [-3.97, 3.64, -3.64], [-3.81, 6.23, -1.46], [-2.82, 4.45, -0.07], [-3.70, 1.24, -4.47], [-4.36, -0.57, -5.14], [-4.86, -2.85, -5.81], [-4.65, -4.71, -4.21], [-4.21, -5.49, -1.90], [-3.71, -4.91, 0.47], [-3.32, -2.52, 1.05], [-4.33, 3.42, -4.64], [-0.05, -3.62, -0.52], [0.76, -1.97, -0.44], [1.71, -2.04, 1.12], [2.93, -1.51, 0.99], [3.64, -1.28, 2.11], [4.90, -0.66, 2.03], [5.63, -0.43, 3.18], [5.13, -0.80, 4.42], [3.90, -1.41, 4.53], [3.13, -1.66, 3.39], [1.91, -2.22, 3.49], [1.20, -2.37, 2.38], [-0.55, -2.82, 2.67], [-0.81, -1.84, 4.19], [-0.39, -4.58, 3.41], [-1.82, -5.00, 3.77], [0.16, -5.51, 2.33], [0.52, -4.68, 4.64], [2.10, -2.24, -1.76], [3.13, -3.32, -1.43], [1.36, -2.58, -3.06], [2.82, -0.91, -1.95], [0.66, -4.44, -0.41], [-0.56, -3.71, -1.47], [-0.79, -3.67, 0.27], [5.26, -0.36, 1.06], [6.60, 0.06, 3.11], [5.72, -0.61, 5.31], [3.50, -1.69, 5.49], [-0.13, -2.13, 4.99], [-1.85, -1.92, 4.51], [-0.62, -0.80, 3.93], [-2.46, -4.92, 2.90], [-2.22, -4.34, 4.55], [-1.84, -6.03, 4.14], [-0.53, -5.57, 1.49], [0.29, -6.52, 2.73], [1.12, -5.15, 1.97], [0.05, -4.22, 5.51], [1.46, -4.18, 4.46], [0.71, -5.73, 4.88], [2.66, -4.29, -1.24], [3.71, -3.03, -0.56], [3.81, -3.44, -2.28], [1.07, -3.62, -3.10], [2.01, -2.38, -3.92], [0.48, -1.95, -3.16], [3.30, -0.61, -1.02], [2.09, -0.15, -2.22], [3.56, -0.98, -2.74], [0.22, 1.98, 5.78], [-0.71, 1.66, 4.63], [0.01, 1.65, 3.08], [-2.04, 1.40, 4.89], [-2.54, 1.47, 6.31], [-3.20, 0.93, 3.74], [1.24, 2.07, 5.41], [0.18, 1.19, 6.53], [-0.07, 2.92, 6.25], [-2.18, 2.36, 6.83], [-2.22, 0.59, 6.87], [-3.63, 1.49, 6.30], [-0.66, 6.83, -1.89], [-0.70, 5.92, -2.93], [-0.39, 4.59, -2.70], [-0.03, 4.15, -1.44], [0.01, 5.07, -0.40], [-0.30, 6.40, -0.62], [0.48, 2.10, -0.99], [2.48, 2.81, -0.48], [3.17, 2.21, 0.56], [4.40, 2.71, 0.97], [4.95, 3.81, 0.34], [4.28, 4.41, -0.71], [3.05, 3.91, -1.11], [1.00, 1.79, -3.08], [-0.03, 1.46, -3.94], [0.20, 1.30, -5.30], [1.48, 1.44, -5.80], [2.53, 1.75, -4.94], [2.28, 1.92, -3.59], [-0.90, 7.87, -2.06], [-0.98, 6.25, -3.92], [-0.44, 3.89, -3.52], [0.29, 4.74, 0.59], [-0.26, 7.11, 0.20], [2.75, 1.36, 1.07], [4.93, 2.24, 1.79], [5.90, 4.21, 0.67], [4.70, 5.26, -1.22], [2.51, 4.39, -1.92], [-1.03, 1.34, -3.55], [-0.61, 1.06, -5.97], [1.68, 1.31, -6.86], [3.53, 1.85, -5.32], [3.10, 2.15, -2.92]],
  "charge": -2,
  "e_lumo_ha": [0.128, 0.128],
  "gap_ev": [5.53, 3.60]
}



No. 2
{
  "formula": "C56H61KN2O2P2",
  "method": "ωB97M-V/def2-TZVPD",
  "symbols": ["K", "C", "C", "C", "C", "C", "C", "C", "C", "C", "C", "C", "C", "N", "C", "C", "C", "C", "C", "C", "C", "N", "C", "C", "C", "C", "C", "C", "C", "C", "C", "C", "C", "C", "H", "H", "H", "H", "H", "H", "H", "H", "H", "H", "H", "H", "H", "H", "H", "H", "H", "H", "H", "H", "H", "H", "H", "H", "H", "H", "H", "H", "H", "H", "H", "H", "H", "H", "H", "H", "H", "H", "H", "O", "P", "C", "P", "O", "C", "C", "C", "C", "C", "C", "C", "C", "C", "C", "C", "C", "C", "C", "C", "C", "C", "C", "C", "C", "C", "C", "C", "C", "H", "H", "H", "H", "H", "H", "H", "H", "H", "H", "H", "H", "H", "H", "H", "H", "H", "H", "H", "H", "H", "H"],
  "xyz": [[-0.46, 0.55, 0.19], [-2.84, -1.95, -5.87], [-1.62, -1.29, -5.21], [-0.62, -0.78, -6.25], [-0.95, -2.23, -4.23], [-0.47, -3.44, -4.73], [0.08, -4.41, -3.90], [0.18, -4.16, -2.54], [-0.27, -2.96, -2.01], [-0.14, -2.70, -0.53], [1.34, -2.71, -0.10], [-0.97, -3.69, 0.30], [-0.85, -1.99, -2.85], [-1.49, -0.88, -2.25], [-1.30, 0.35, -2.53], [-0.28, 1.04, -3.32], [-0.78, 2.01, -4.21], [0.01, 2.68, -5.10], [1.39, 2.40, -5.07], [1.93, 1.52, -4.16], [1.13, 0.82, -3.19], [1.65, 0.12, -2.17], [3.05, -0.06, -2.21], [3.90, 0.67, -1.35], [5.29, 0.53, -1.45], [5.87, -0.30, -2.39], [5.04, -1.05, -3.21], [3.65, -0.96, -3.13], [2.82, -1.87, -4.02], [3.23, -3.33, -3.80], [2.95, -1.52, -5.51], [3.41, 1.56, -0.21], [2.34, 2.59, -0.58], [3.00, 0.66, 0.96], [-3.34, -1.25, -6.54], [-3.55, -2.29, -5.12], [-2.53, -2.82, -6.46], [-1.99, -0.42, -4.67], [-0.26, -1.60, -6.89], [0.24, -0.31, -5.77], [-1.10, -0.04, -6.90], [-0.54, -3.64, -5.79], [0.44, -5.34, -4.31], [0.62, -4.90, -1.89], [-0.54, -1.71, -0.36], [1.77, -3.70, -0.23], [1.45, -2.43, 0.96], [1.91, -2.00, -0.70], [-0.50, -4.67, 0.31], [-1.98, -3.79, -0.11], [-1.06, -3.35, 1.34], [-2.08, 1.00, -2.13], [-1.86, 2.19, -4.20], [-0.41, 3.40, -5.80], [2.05, 2.91, -5.76], [3.00, 1.38, -4.14], [5.92, 1.11, -0.79], [6.94, -0.38, -2.48], [5.47, -1.73, -3.94], [1.77, -1.76, -3.74], [4.27, -3.50, -4.10], [2.60, -4.00, -4.38], [3.14, -3.61, -2.74], [3.99, -1.61, -5.84], [2.62, -0.50, -5.70], [2.34, -2.20, -6.11], [4.29, 2.13, 0.12], [1.42, 2.09, -0.85], [2.65, 3.18, -1.44], [2.14, 3.27, 0.26], [2.12, 0.08, 0.69], [2.77, 1.23, 1.87], [3.80, -0.05, 1.19], [0.26, 1.97, 1.78], [-0.05, 1.95, 3.24], [-1.79, 2.45, 3.48], [-2.90, 1.16, 2.84], [-2.35, 0.50, 1.61], [-3.13, 0.02, 4.21], [-3.49, 0.47, 5.48], [-3.68, -0.43, 6.51], [-3.50, -1.79, 6.28], [-3.15, -2.25, 5.02], [-2.97, -1.34, 3.98], [-4.49, 1.93, 2.55], [-4.86, 3.16, 3.09], [-6.11, 3.69, 2.81], [-6.99, 2.99, 1.99], [-6.63, 1.77, 1.45], [-5.38, 1.24, 1.72], [0.21, 0.32, 3.99], [0.45, 0.18, 5.36], [0.68, -1.08, 5.91], [0.69, -2.20, 5.09], [0.46, -2.07, 3.73], [0.21, -0.82, 3.18], [0.92, 3.13, 4.18], [0.59, 3.55, 5.47], [1.40, 4.46, 6.14], [2.54, 4.96, 5.52], [2.86, 4.56, 4.23], [2.06, 3.65, 3.56], [-1.89, 3.33, 2.83], [-2.03, 2.72, 4.50], [-3.65, 1.53, 5.66], [-3.96, -0.08, 7.50], [-3.64, -2.50, 7.09], [-3.02, -3.31, 4.84], [-2.68, -1.68, 2.99], [-4.18, 3.71, 3.72], [-6.40, 4.65, 3.23], [-7.97, 3.41, 1.77], [-7.31, 1.23, 0.80], [-5.08, 0.29, 1.28], [0.48, 1.05, 6.00], [0.87, -1.17, 6.97], [0.88, -3.18, 5.52], [0.46, -2.94, 3.09], [-0.01, -0.74, 2.13], [-0.31, 3.19, 5.96], [1.13, 4.79, 7.14], [3.17, 5.67, 6.04], [3.74, 4.96, 3.74], [2.29, 3.34, 2.55]],
  "e_lumo_ha": -0.007,
  "gap_ev": 5.44
}